Record 1
The following is a DFT calculation (ωB97M-V/def2-TZVPD) of C6H9NO in the gas phase.

CARTESIAN COORDINATES (ANGSTROEM)
1 C -0.5490 -0.8467 2.5925
2 C -0.9752 0.3872 0.4158
3 C -0.0738 0.2378 1.6896
4 C 0.3042 -0.0020 -0.3776
5 C 0.9318 1.2085 -1.0489
6 C 0.0292 -1.1533 -1.4322
7 N -1.0323 -1.6791 3.2126
8 O 1.0777 -0.5226 0.6992
9 H -1.7202 -0.3349 0.2711
10 H -1.3057 1.4234 0.4488
11 H 0.5307 1.0980 2.0467
12 H 2.0450 0.8301 -1.1966
13 H 0.8338 2.1619 -0.4085
14 H 0.4180 1.3502 -1.9983
15 H -0.7665 -1.7863 -0.8822
16 H 0.9714 -1.5981 -1.8075
17 H -0.7191 -0.7740 -2.2245

Forces on atoms 1 to 2 (eV/Å):
C 1.72 4.03 -2.14
C 3.61 1.13 1.83

- Multiplicity: 3
- Energy above the lowest of the compared OMol25 structures with the same formula, charge and spin: 54.33 kcal/mol
- LUMO energy (spin up / spin down): 0.570 / -3.070 eV
- Net charge: 0

---

Record 2
The following is a DFT calculation (ωB97M-V/def2-TZVPD) of a molecular structure, C14H5ClF4NO4S.

CARTESIAN COORDINATES (ANGSTROEM)
1 F 2.0385 -3.3199 -0.1563
2 C 0.7319 -3.5730 0.0011
3 C 0.0263 -2.7361 0.8256
4 F 0.6052 -2.2227 1.9696
5 C -1.4777 -2.8247 0.8900
6 O -2.1521 -1.8755 1.3492
7 C -2.0506 -4.0486 0.2818
8 F -3.3978 -4.2597 0.4166
9 C -1.2928 -4.8997 -0.4340
10 F -1.8559 -6.0305 -0.9444
11 C 0.1554 -4.7157 -0.6731
12 O 0.8252 -5.4932 -1.3639
13 N 2.6850 6.8843 -0.7414
14 C 2.0647 5.8777 -0.6743
15 C 1.3457 4.6203 -0.4842
16 C 1.8019 3.7617 0.5164
17 C 1.1430 2.5709 0.8039
18 C 0.0204 2.1879 0.0610
19 S -0.8638 0.6648 0.7159
20 C -0.2072 -0.8728 0.0016
21 Cl -0.9094 -1.2497 -1.4948
22 O -0.4654 0.6976 2.1120
23 O -2.2539 0.7244 0.3044
24 C -0.4350 3.0174 -0.9883
25 C 0.2600 4.2147 -1.2712
26 H 2.6745 4.0357 1.0930
27 H 1.4759 1.9961 1.6687
28 H 0.8867 -0.7580 -0.1325
29 H -1.3379 2.7737 -1.5518
30 H -0.0409 4.8525 -2.1005

Forces on atoms 1 to 2 (eV/Å):
F 0.69 -0.11 -0.15
C -0.91 -0.84 0.01

- Energy above the lowest of the compared OMol25 structures with the same formula, charge and spin: 0.00 kcal/mol
- LUMO energy: 1.446 eV
- Net charge: -1

---

Record 3
The following is a DFT calculation (ωB97M-V/def2-TZVPD) of a molecular structure, C20H40O14.

CARTESIAN COORDINATES (ANGSTROEM)
1 C -0.8868 -1.5474 0.2743
2 C 0.3351 -1.7738 -0.5857
3 O 0.4370 -3.1102 -0.7986
4 C 1.2900 -3.6252 -1.6683
5 O 2.0147 -3.0176 -2.4113
6 O 1.3253 -5.0367 -1.5338
7 C 2.3102 -5.8266 -2.3289
8 H -1.7778 -1.4164 -0.3397
9 H -0.7655 -0.8266 1.0829
10 H -1.2408 -2.3681 0.8982
11 H 1.2916 -1.4906 -0.1464
12 H 0.1716 -1.3432 -1.5735
13 H 2.8513 -5.2599 -3.0866
14 H 1.5947 -6.4903 -2.8144
15 H 2.8403 -6.5723 -1.7366
16 C -1.1906 1.4192 0.1941
17 C 0.2945 1.5660 0.5973
18 O 0.9946 0.3426 0.6933
19 C 0.8931 -0.4584 1.8004
20 O -0.0136 -0.3555 2.6934
21 O 1.8673 -1.3415 1.7149
22 C 2.1968 -2.1774 2.8033
23 H -1.3202 0.5621 -0.4667
24 H -1.4283 2.3991 -0.2199
25 H -1.7848 1.3043 1.1007
26 H 0.2188 2.1462 1.5169
27 H 0.8568 2.1357 -0.1425
28 H 2.9050 -2.9603 2.5317
29 H 1.3409 -2.8088 3.0419
30 H 2.3840 -1.6975 3.7638
31 C 3.1994 0.2293 3.9219
32 C 1.9509 1.0637 3.7329
33 O 2.1853 2.4670 3.5737
34 C 2.4233 3.0390 2.3381
35 O 2.3696 2.3596 1.3199
36 O 2.5546 4.3836 2.5126
37 C 2.6641 5.1785 1.4005
38 H 3.5704 0.1394 4.9429
39 H 4.0692 0.5182 3.3318
40 H 2.8723 -0.7778 3.6636
41 H 1.2794 0.6863 4.5041
42 H 1.5718 0.7494 2.7605
43 H 2.8087 6.2037 1.7413
44 H 1.7437 5.0637 0.8280
45 H 3.5720 4.8539 0.8920
46 C -0.9451 1.6560 -1.7999
47 C -0.0493 0.9527 -2.8472
48 O -0.3749 -0.4700 -2.7876
49 C -0.7074 -1.1169 -3.8407
50 O -0.9460 -0.6540 -4.9759
51 O -0.4606 -2.3940 -3.6371
52 C -0.6871 -3.3021 -4.6299
53 H -1.9810 1.4422 -2.0631
54 H -0.8934 2.7438 -1.7543
55 H -0.9414 1.2614 -0.7838
56 H 0.9746 1.1142 -2.5099
57 H -0.0757 1.4295 -3.8270
58 H -1.6208 -3.0542 -5.1348
59 H -0.7345 -4.3166 -4.2342
60 H 0.0847 -3.2880 -5.3994
61 O -2.6857 2.2303 -1.7007
62 C -3.2967 1.3585 -1.0659
63 O -3.5622 1.3212 0.2929
64 C -3.0410 2.2922 1.1567
65 C -3.7219 2.2149 2.5182
66 C -3.9370 0.1719 -1.8071
67 H -3.3425 3.2615 0.7595
68 H -1.9577 2.3924 1.2237
69 H -4.7745 2.2641 2.2391
70 H -3.3914 2.9144 3.2860
71 H -3.5279 1.2518 2.9904
72 H -4.1419 0.6326 -2.7734
73 H -4.8651 -0.1768 -1.3542
74 H -3.2361 -0.6614 -1.8581

Forces on atoms 1 to 2 (eV/Å):
C -1.04 -0.65 0.69
C 0.47 1.41 -0.30

- Energy above the lowest of the compared OMol25 structures with the same formula, charge and spin: 479.67 kcal/mol
- LUMO energy: 0.484 eV
- Net charge: 0

---

net charge of number 3 (C20H40O14)?
0

---

The lowest energy above the lowest of the compared OMol25 structures with the same formula, charge and spin belongs to which entry?
C14H5ClF4NO4S

---

What is the net charge in the second record?
-1